C40H31BBr4ErN5O5 as an isolated structure in a non-equilibrium geometry. Source: OMol25; level of theory: ωB97M-V/def2-TZVPD.

```
87
Properties=species:S:1:pos:R:3:mulliken_spin:R:1
Er 0.118 -0.159 -0.842 3.02
C -2.689 -1.340 -2.667 0.00
C -3.251 -0.333 -1.708 0.00
C -4.605 -0.007 -1.767 0.00
C -5.109 0.955 -0.930 0.00
C -4.262 1.559 -0.012 0.00
C -2.945 1.158 0.036 0.00
N -2.447 0.247 -0.809 -0.01
C -2.012 1.702 1.083 0.00
C -2.481 2.528 2.095 0.00
C -1.605 2.970 3.060 0.00
C -0.292 2.542 3.027 0.00
C 0.108 1.707 2.001 0.00
N -0.734 1.326 1.033 0.00
C 1.475 1.076 2.018 0.00
C 2.481 1.546 2.840 0.00
C 3.640 0.795 2.949 0.00
C 3.742 -0.388 2.249 0.00
C 2.715 -0.771 1.392 0.00
C 2.796 -2.057 0.615 0.00
N 1.614 -0.019 1.269 0.00
H -3.104 -1.175 -3.662 0.00
H -2.949 -2.353 -2.347 0.00
H -1.610 -1.283 -2.761 0.00
H -5.231 -0.507 -2.496 0.00
H -6.152 1.246 -0.983 0.00
H -4.641 2.330 0.641 0.00
H -3.521 2.807 2.144 0.00
H -1.953 3.615 3.858 0.00
H 0.395 2.821 3.812 0.00
H 2.371 2.471 3.387 0.00
H 4.445 1.130 3.592 0.00
H 4.617 -1.020 2.340 0.00
H 3.818 -2.239 0.278 0.00
H 2.130 -2.065 -0.240 0.00
H 2.492 -2.891 1.253 0.00
Br -2.220 -6.756 -2.002 0.00
C -1.775 -5.152 -1.119 0.00
C -2.343 -4.817 0.103 0.00
Br -3.588 -5.962 0.932 0.00
C -1.993 -3.605 0.724 0.00
Br -2.743 -3.046 2.363 0.00
C -1.089 -2.718 0.144 0.00
O -0.761 -1.554 0.662 0.00
C -0.506 -3.069 -1.103 0.00
O 0.311 -2.161 -1.663 0.00
C -0.858 -4.263 -1.707 0.00
Br -0.050 -4.602 -3.385 0.00
O -0.540 2.608 -2.078 0.01
B -0.553 1.311 -2.719 -0.01
O -1.291 1.465 -3.921 0.00
C -1.701 2.779 -3.987 0.00
C -2.449 3.384 -4.965 0.00
C -2.741 4.745 -4.791 0.00
C -2.288 5.441 -3.673 0.00
C -1.524 4.798 -2.688 0.00
C -1.253 3.466 -2.885 0.00
H -2.793 2.829 -5.829 0.00
H -3.329 5.263 -5.538 0.00
H -2.525 6.491 -3.563 0.00
H -1.159 5.323 -1.814 0.00
C 6.065 -0.866 -3.898 0.00
N 5.330 0.051 -3.031 0.00
N 3.969 -0.143 -2.881 0.00
C 3.569 0.389 -1.674 0.00
O 2.371 0.492 -1.362 0.00
C 4.765 0.805 -1.009 0.00
C 5.798 0.556 -1.864 0.00
C 7.267 0.720 -1.661 0.00
C 3.114 -0.317 -4.022 0.00
C 3.265 0.490 -5.139 0.00
C 2.379 0.337 -6.197 0.00
C 1.345 -0.591 -6.113 0.00
C 1.211 -1.384 -4.982 0.00
C 2.114 -1.262 -3.937 0.00
H 5.428 -1.132 -4.736 0.00
H 6.360 -1.773 -3.367 0.00
H 6.943 -0.355 -4.282 0.00
H 4.810 1.271 -0.038 0.00
H 7.449 1.260 -0.735 0.00
H 7.720 1.275 -2.483 0.00
H 7.770 -0.248 -1.593 0.00
H 4.048 1.240 -5.165 0.00
H 2.480 0.963 -7.076 0.00
H 0.638 -0.692 -6.927 0.00
H 0.407 -2.105 -4.891 0.00
H 2.005 -1.889 -3.064 0.00
```

Results
LUMO (alpha / beta) ... -0.4 / -0.4 eV
HOMO level (alpha / beta) ... -0.244 / -0.244 Eh
Gap between HOMO and LUMO (alpha / beta) ... 0.2298 / 0.2299 Eh
Multiplicity ... 4


C5H6KN2OSSe as an isolated structure in a non-equilibrium geometry. Source: OMol25; level of theory: ωB97M-V/def2-TZVPD.

```
17
Properties=species:S:1:pos:R:3:mulliken_charge:R:1
K 0.575 2.037 0.407 0.83
S -1.694 3.938 -3.801 -0.53
C -0.893 3.435 -2.486 0.17
N -0.311 3.068 -1.535 -0.52
Se 2.409 0.625 4.715 -0.37
C 2.300 0.846 2.968 0.17
N 2.222 0.986 1.810 -0.71
C -1.630 -2.016 0.081 -1.11
C -0.549 -0.959 0.022 0.94
C 0.764 -1.295 -0.637 -1.12
O -0.742 0.133 0.506 -0.62
H -1.332 -2.960 -0.366 0.33
H -2.514 -1.628 -0.428 0.30
H -1.903 -2.168 1.126 0.31
H 0.812 -2.322 -0.987 0.32
H 1.565 -1.104 0.083 0.33
H 0.920 -0.615 -1.478 0.29
```

Results
LUMO ... 2.3 eV
Net charge ... -1
Energy above the lowest of the compared OMol25 structures with the same formula, charge and spin ... 36.4 kJ/mol
HOMO level ... -0.170 Eh
Gap between HOMO and LUMO ... 0.2558 Eh


C36H28Co2N2O5P as an isolated structure in a non-equilibrium geometry. Source: OMol25; level of theory: ωB97M-V/def2-TZVPD.

```
74
Properties=species:S:1:pos:R:3:mulliken_charge:R:1
O 4.323 0.619 0.344 -0.53
C 3.145 0.491 0.920 -0.30
Co 1.201 -0.024 -0.637 1.25
C 2.254 -0.641 0.824 0.68
O 2.296 -1.666 1.516 -0.72
C 0.409 1.431 -0.247 -0.06
O 0.021 2.488 0.079 -0.49
C 1.788 -0.086 -2.386 -1.14
C 2.710 0.404 -1.531 0.64
C 4.032 0.760 -1.090 -0.15
C 5.097 -0.356 -1.482 0.38
C 6.454 -0.087 -1.671 -0.71
C 7.386 -1.125 -1.649 -0.48
C 6.996 -2.470 -1.591 -0.42
C 5.631 -2.751 -1.502 -0.93
C 4.706 -1.694 -1.404 0.06
Co 0.488 -1.612 -2.045 -0.29
C 0.910 -2.963 -1.012 0.12
O 1.043 -3.959 -0.419 -0.53
C 0.120 -2.164 -3.649 0.07
O -0.218 -2.547 -4.697 -0.52
P -1.382 -0.981 -1.223 1.17
C -1.806 -0.811 0.561 0.83
C -3.063 -0.358 0.983 -0.56
C -3.324 -0.202 2.349 -0.81
C -2.323 -0.461 3.292 -0.76
C -1.106 -0.998 2.874 -0.29
C -0.893 -1.261 1.518 -0.31
C -2.114 0.501 -2.028 0.66
C -2.443 1.658 -1.314 -0.62
C -2.914 2.791 -1.983 -0.80
C -3.038 2.782 -3.374 -0.59
C -2.687 1.639 -4.096 -0.75
C -2.232 0.498 -3.427 -0.67
C -2.610 -2.301 -1.622 0.93
C -3.831 -2.058 -2.265 -0.54
C -4.736 -3.108 -2.460 -0.66
C -4.442 -4.395 -2.002 -0.59
C -3.226 -4.636 -1.361 -0.75
C -2.325 -3.591 -1.157 -0.59
H 1.528 0.183 -3.424 0.52
H 4.361 1.749 -1.419 0.74
H 6.806 0.934 -1.770 0.36
H 8.442 -0.891 -1.674 0.35
H 7.728 -3.293 -1.570 0.34
H 5.277 -3.784 -1.466 0.41
H 3.659 -1.927 -1.226 0.18
H -3.835 -0.121 0.249 0.53
H -4.311 0.125 2.675 0.40
H -2.496 -0.266 4.351 0.37
H -0.322 -1.238 3.594 0.48
H -0.005 -1.824 1.215 0.13
H -2.369 1.675 -0.229 0.40
H -3.174 3.680 -1.408 0.40
H -3.407 3.668 -3.895 0.35
H -2.770 1.623 -5.183 0.40
H -1.972 -0.399 -3.996 0.41
H -4.086 -1.057 -2.612 0.30
H -5.676 -2.914 -2.972 0.39
H -5.156 -5.208 -2.140 0.35
H -2.969 -5.634 -1.010 0.42
H -1.390 -3.791 -0.633 0.14
C 2.750 5.229 1.911 -0.91
N 2.635 3.775 1.875 0.29
C 3.211 2.922 1.020 -0.45
N 2.623 1.687 1.206 0.58
C 1.685 1.827 2.296 -0.58
C 1.781 3.074 2.739 -0.56
H 2.137 5.555 2.765 0.28
H 3.797 5.545 2.049 0.33
H 2.345 5.702 0.996 0.34
H 3.963 3.125 0.241 0.30
H 1.106 0.984 2.658 0.37
H 1.296 3.568 3.576 0.41
```

Results
LUMO ... 2.3 eV
Net charge ... -1
Energy above the lowest of the compared OMol25 structures with the same formula, charge and spin ... 598.0 kJ/mol
HOMO level ... -0.103 Eh
Gap between HOMO and LUMO ... 0.1869 Eh


C34H40Cl3N4O5PS6Sn as an isolated structure in a non-equilibrium geometry. Source: OMol25; level of theory: ωB97M-V/def2-TZVPD.

```
94
Properties=species:S:1:pos:R:3:mulliken_charge:R:1
Sn 0.096 0.569 0.263 0.20
Cl 2.577 2.643 -0.522 -0.05
C 3.820 1.721 0.317 -0.11
Cl 3.094 0.746 1.588 -0.04
H 4.518 2.428 0.764 0.40
H 4.299 1.055 -0.402 -0.05
O -3.921 5.421 3.784 -0.67
C -3.238 4.649 3.155 0.57
S -3.299 4.478 1.411 -0.18
C -2.018 3.260 1.227 -0.12
C -1.461 2.825 2.376 -0.01
S -0.177 1.667 2.572 -0.45
S -2.074 3.542 3.867 -0.21
S -1.599 2.810 -0.360 -0.45
S -4.793 -0.528 0.962 -0.28
C -3.818 -0.959 2.319 -0.42
C -2.514 -0.735 2.039 -1.09
N -2.284 -0.246 0.798 1.06
C -3.357 -0.084 0.118 -0.48
H -4.267 -1.335 3.216 0.47
H -1.669 -0.913 2.679 0.49
H -3.386 0.296 -0.886 0.18
C -0.292 -1.968 -6.859 -1.07
C -0.364 -3.253 -6.040 -0.71
C -0.841 -3.035 -4.604 -0.57
C 0.202 -2.395 -3.682 0.34
N 0.514 -1.023 -4.015 -0.76
C -0.228 0.026 -3.592 0.71
S -1.809 -0.185 -3.123 -0.50
N 0.346 1.232 -3.705 0.43
C -0.290 2.485 -3.392 -0.68
C -0.187 3.466 -4.561 -1.12
C -0.964 3.041 -5.808 -0.19
C -2.472 3.033 -5.583 -1.07
H 0.069 -2.184 -7.866 0.44
H 0.377 -1.253 -6.391 0.21
H -1.278 -1.515 -6.933 0.24
H 0.622 -3.722 -6.020 0.26
H -1.051 -3.948 -6.536 0.39
H -1.096 -4.004 -4.168 0.39
H -1.738 -2.415 -4.599 0.26
H 1.140 -2.954 -3.716 0.53
H -0.174 -2.436 -2.653 -0.76
H 1.499 -0.838 -4.145 0.51
H 1.356 1.250 -3.825 0.24
H 0.180 2.935 -2.511 0.04
H -1.330 2.280 -3.132 0.52
H 0.871 3.577 -4.818 0.33
H -0.556 4.435 -4.220 0.42
H -0.639 2.046 -6.119 0.13
H -0.727 3.739 -6.619 0.38
H -2.748 2.273 -4.857 0.19
H -2.993 2.820 -6.516 0.37
H -2.805 4.001 -5.213 0.32
N 0.419 -1.365 1.365 -0.39
P 0.384 -2.873 1.154 1.16
C 1.397 -3.639 -0.175 0.52
C 2.705 -3.174 -0.218 -0.83
C 3.589 -3.658 -1.161 -0.50
C 3.157 -4.597 -2.084 -0.26
C 1.853 -5.061 -2.049 -0.73
C 0.972 -4.586 -1.092 0.08
C 1.029 -3.813 2.600 -0.31
C 1.276 -5.180 2.569 -0.08
C 1.814 -5.811 3.675 -0.74
C 2.116 -5.081 4.814 -0.40
C 1.866 -3.718 4.850 -0.61
C 1.329 -3.086 3.742 -0.65
C -1.281 -3.626 0.915 0.37
C -2.001 -3.238 -0.211 -0.08
C -3.322 -3.611 -0.367 -0.78
C -3.952 -4.360 0.615 -0.64
C -3.254 -4.719 1.755 -0.71
C -1.930 -4.348 1.910 -0.64
H 3.003 -2.421 0.500 0.31
H 4.608 -3.298 -1.195 0.36
H 3.841 -4.964 -2.838 0.36
H 1.520 -5.794 -2.773 0.38
H -0.046 -4.950 -1.055 0.43
H 1.039 -5.742 1.674 0.39
H 2.005 -6.877 3.649 0.37
H 2.552 -5.578 5.673 0.36
H 2.096 -3.150 5.742 0.40
H 1.134 -2.022 3.725 0.48
H -1.517 -2.618 -0.953 0.25
H -3.868 -3.300 -1.247 0.48
H -4.996 -4.632 0.511 0.35
H -3.745 -5.283 2.539 0.37
H -1.390 -4.618 2.809 0.36
O 4.656 -0.401 -1.922 -0.88
Cl 3.392 -0.546 -2.564 1.63
O 3.348 -1.770 -3.287 -0.69
O 3.209 0.524 -3.508 -0.87
O 2.352 -0.493 -1.601 0.38
```

Results
LUMO ... 4.0 eV
Net charge ... -2
Energy above the lowest of the compared OMol25 structures with the same formula, charge and spin ... 68.2 kJ/mol
HOMO level ... -0.052 Eh
Gap between HOMO and LUMO ... 0.1980 Eh


C3H5NO2 as an isolated structure in a non-equilibrium geometry. Source: OMol25; level of theory: ωB97M-V/def2-TZVPD.

```
11
Properties=species:S:1:pos:R:3:mulliken_charge:R:1
N -1.038 -0.691 -0.325 -0.46
C -0.001 -0.617 1.066 0.23
O -0.066 0.793 1.171 -0.39
C 0.301 1.198 -0.136 -0.35
C -0.037 -0.052 -0.904 -0.01
O 1.049 -1.102 0.502 -0.63
H -1.171 -1.622 -0.688 0.29
H -0.408 -1.075 1.973 0.39
H 1.358 1.466 -0.221 0.27
H -0.338 2.024 -0.480 0.31
H 0.321 -0.245 -1.920 0.35
```

Results
LUMO ... 0.3 eV
Energy above the lowest of the compared OMol25 structures with the same formula, charge and spin ... 364.2 kJ/mol
HOMO level ... -0.338 Eh
Gap between HOMO and LUMO ... 0.3477 Eh


One molecule with the formula C5H11NO3 in a non-equilibrium geometry. Source: OMol25; level of theory: ωB97M-V/def2-TZVPD.

```
20
Properties=species:S:1:pos:R:3:mulliken_charge:R:1
C 1.704 0.845 -2.135 -1.21
C 0.957 -0.145 -1.244 -0.14
C 0.562 0.448 0.099 -1.06
C -0.288 -0.338 1.056 0.53
C -0.409 0.411 2.372 -1.52
O -1.673 -0.539 0.649 -0.27
O -1.855 -0.858 -0.716 -0.25
N -2.847 -2.187 -0.455 0.38
O -3.663 -1.996 0.343 -0.15
H 1.878 0.388 -3.113 0.37
H 1.089 1.755 -2.229 0.31
H 2.678 1.082 -1.673 0.30
H 0.014 -0.490 -1.706 0.28
H 1.592 -1.024 -1.041 0.28
H 1.509 0.690 0.604 0.37
H 0.054 1.396 -0.078 0.40
H 0.112 -1.329 1.199 0.21
H 0.519 0.697 2.827 0.40
H -0.932 1.325 2.132 0.39
H -1.002 -0.130 3.107 0.36
```

Results
LUMO ... -0.7 eV
Energy above the lowest of the compared OMol25 structures with the same formula, charge and spin ... 660.7 kJ/mol
HOMO level ... -0.346 Eh
Gap between HOMO and LUMO ... 0.3195 Eh


C43H63BrCl2F9I2NO20S as an isolated structure in a non-equilibrium geometry. Source: OMol25; level of theory: ωB97M-V/def2-TZVPD.

```
142
Properties=species:S:1:pos:R:3:mulliken_charge:R:1
C -4.465 -0.170 -3.979 -1.05
C -3.821 -1.629 -3.443 0.16
C -2.267 -1.339 -3.164 -0.16
C -1.340 -2.168 -2.208 1.58
C -1.630 -3.574 -1.468 1.36
C -2.468 -3.040 -0.112 -1.07
O -3.348 -1.890 -0.286 -0.29
C -2.967 -0.739 0.557 0.53
C -3.898 0.620 0.270 -0.49
O -3.048 1.764 0.687 -0.40
C -2.227 2.269 -0.424 1.00
C -0.599 2.339 -0.057 -0.43
O -0.451 -4.289 -1.198 0.43
C 0.634 -4.310 -0.361 2.08
C 1.528 -2.949 -0.063 0.55
F 0.774 -1.757 0.397 -0.39
C 2.621 -2.352 -1.080 -0.55
C 2.164 -0.997 -1.947 -0.53
C 1.699 -5.282 -1.214 -1.96
I 1.592 -7.500 -0.875 0.14
C 1.628 -5.450 -2.802 -0.67
C 0.391 -6.422 -3.409 -0.68
I 1.813 -3.806 -4.227 0.13
C 0.484 -4.976 1.179 -1.20
Br -1.180 -6.181 0.961 -0.01
O 1.479 -5.756 1.736 -0.04
C 2.814 -5.718 1.957 -0.06
C 3.668 -4.569 2.722 0.03
O 4.487 -3.791 1.955 -0.57
N 3.780 -4.274 4.196 0.01
C 4.638 -5.265 4.946 0.52
O 5.122 -6.362 4.357 -0.46
F 4.869 -4.982 6.403 -0.24
S 0.003 -3.979 2.639 1.32
O -1.377 -3.340 2.784 -0.53
O 1.007 -2.849 3.107 -0.66
C -0.056 -5.014 4.252 0.58
F 1.203 -5.636 4.658 -0.27
F -0.268 -3.924 5.292 -0.29
C -1.258 -6.038 4.480 0.28
F -2.571 -5.786 3.861 -0.20
F -1.585 -5.940 5.965 -0.30
C -0.888 -7.663 4.355 0.59
F -0.303 -8.089 5.683 -0.25
F 0.125 -7.998 3.347 -0.15
F -2.179 -8.380 4.232 -0.22
C -2.649 -4.656 -2.170 -0.33
Cl -4.455 -4.545 -1.591 -0.17
C -2.705 -4.997 -3.723 -0.21
C -4.264 -5.187 -4.338 -1.15
Cl -1.806 -4.041 -4.999 -0.10
H -4.036 -0.043 -5.061 0.21
H -4.233 0.714 -3.248 0.22
H -5.620 -0.400 -4.103 0.36
H -4.518 -1.921 -2.568 0.17
H -3.912 -2.295 -4.411 -0.05
H -1.761 -1.317 -4.253 -0.13
H -2.217 -0.179 -2.863 -0.39
H -0.291 -2.317 -2.764 -0.05
H -1.018 -1.415 -1.330 -0.83
H -1.558 -2.518 0.464 0.06
H -2.847 -3.878 0.585 0.23
H -3.027 -1.082 1.686 0.26
H -1.853 -0.367 0.391 -0.27
H -4.269 0.679 -0.840 0.12
H -4.812 0.539 1.033 0.28
H -2.535 3.352 -0.749 -0.18
H -2.294 1.490 -1.323 -0.40
H -0.134 3.126 -0.817 0.26
H -0.071 1.296 -0.230 -0.07
H -0.398 2.733 1.038 0.10
H 2.190 -3.245 0.892 -0.61
H 3.266 -3.099 -1.711 0.36
H 3.471 -1.854 -0.386 0.37
H 2.678 -0.004 -1.528 0.36
H 2.645 -1.125 -3.030 0.09
H 1.025 -0.789 -1.948 -0.04
H 2.830 -5.075 -0.923 0.67
H 2.602 -6.117 -3.083 0.52
H 0.800 -7.497 -3.731 0.30
H -0.541 -6.450 -2.718 0.19
H 0.096 -5.976 -4.478 0.29
H 3.439 -5.933 0.957 0.22
H 3.094 -6.699 2.598 0.35
H 4.029 -3.279 4.395 0.39
H -2.357 -5.694 -1.634 0.38
H -2.318 -6.124 -3.892 0.26
H -4.797 -6.135 -3.895 0.35
H -4.066 -5.458 -5.485 0.35
H -4.887 -4.212 -4.344 0.28
C 3.156 5.755 3.122 -1.30
C 1.690 6.071 2.911 0.66
C 0.843 5.810 4.120 -0.39
O -0.422 5.516 3.554 -0.31
C -0.182 5.013 2.306 0.55
O -1.019 4.468 1.609 -0.54
O 1.124 5.200 1.945 -0.28
H 3.727 5.981 2.215 0.36
H 3.574 6.334 3.951 0.15
H 3.306 4.688 3.325 0.36
H 1.572 7.101 2.552 0.21
H 0.777 6.682 4.777 0.34
H 1.171 4.945 4.707 0.28
C 1.165 1.422 -8.376 -1.50
C 0.981 0.765 -7.023 0.53
C -0.361 0.122 -6.849 -0.65
O -0.562 0.197 -5.449 -0.09
C 0.156 1.275 -5.012 0.47
O 0.059 1.762 -3.899 -0.53
O 0.993 1.736 -5.989 -0.36
H 2.167 1.857 -8.452 0.36
H 1.035 0.702 -9.189 0.37
H 0.457 2.246 -8.514 0.36
H 1.795 0.055 -6.833 0.23
H -0.368 -0.920 -7.184 0.37
H -1.174 0.662 -7.347 0.34
C 6.136 8.643 7.376 -1.43
C 4.669 8.959 7.165 0.47
C 3.822 8.698 8.374 -0.50
O 2.557 8.404 7.808 -0.32
C 2.798 7.901 6.560 0.50
O 1.960 7.356 5.863 -0.48
O 4.103 8.088 6.199 -0.27
H 6.706 8.870 6.469 0.35
H 6.553 9.223 8.205 0.38
H 6.285 7.576 7.579 0.35
H 4.551 9.989 6.806 0.25
H 3.757 9.571 9.031 0.31
H 4.150 7.834 8.961 0.31
C -1.703 8.673 -1.853 -1.47
C -2.823 7.718 -1.497 0.59
C -2.340 6.401 -0.969 -0.32
O -3.383 5.517 -1.339 -0.25
C -3.975 6.057 -2.447 0.58
O -4.775 5.473 -3.155 -0.58
O -3.546 7.339 -2.657 -0.35
H -2.115 9.622 -2.213 0.36
H -1.063 8.877 -0.989 0.36
H -1.086 8.274 -2.666 0.37
H -3.523 8.197 -0.801 0.27
H -2.211 6.411 0.117 0.15
H -1.411 6.056 -1.436 0.24
```

Results
LUMO ... -1.1 eV
HOMO level ... -0.320 Eh
Gap between HOMO and LUMO ... 0.2786 Eh